[1]
{
  "formula": "C49H47AsN5OPReS2Te",
  "method": "ωB97M-V with the def2-TZVPD basis set",
  "elements": ["Re", "N", "C", "C", "C", "C", "C", "C", "S", "N", "C", "C", "C", "C", "C", "C", "N", "H", "H", "H", "H", "H", "H", "H", "H", "H", "Te", "C", "C", "As", "C", "C", "C", "C", "C", "C", "C", "C", "C", "C", "C", "C", "P", "C", "C", "C", "C", "C", "C", "C", "C", "C", "C", "C", "C", "H", "H", "H", "H", "H", "H", "H", "H", "H", "H", "H", "H", "H", "H", "H", "H", "H", "H", "H", "H", "H", "H", "H", "H", "C", "C", "C", "N", "C", "S", "N", "C", "O", "C", "C", "C", "C", "C", "C", "H", "H", "H", "H", "H", "H", "H", "H", "H", "H", "H", "H", "H", "H"],
  "xyz": [[-0.5220, -0.7949, -1.1591], [-0.4822, -1.9229, -5.2096], [-0.3943, -3.3017, -5.5103], [-0.5740, -3.7264, -6.8561], [-0.3620, -5.0565, -7.1498], [0.0270, -5.9169, -6.0444], [-0.0509, -5.5565, -4.7496], [-0.3120, -4.1948, -4.4174], [0.0183, -3.7194, -2.8119], [-0.4569, -2.0566, -2.7908], [-0.5977, -1.3621, -3.9653], [-0.9823, 0.0079, -3.8502], [-1.2166, 1.0392, -4.7855], [-2.2246, 1.9857, -4.5539], [-2.9334, 1.9187, -3.3246], [-2.5683, 1.0166, -2.3733], [-1.4207, 0.2332, -2.5591], [-0.8188, -1.3898, -5.9619], [-0.7888, -2.9453, -7.6225], [-0.4533, -5.4916, -8.1436], [0.3503, -6.9056, -6.3318], [-0.0432, -6.3233, -3.9503], [-0.5788, 1.1525, -5.6551], [-2.5725, 2.7152, -5.3127], [-3.8663, 2.5172, -3.1210], [-3.0121, 0.9348, -1.3766], [-2.4459, -1.6834, -0.0332], [-0.5530, 2.6460, -0.3918], [-0.4178, 3.8071, 0.5647], [-1.2674, 5.4905, -0.1034], [-3.1216, 4.8043, 0.1564], [-3.6292, 3.9549, -0.8264], [-4.8632, 3.3119, -0.7039], [-5.7311, 3.6939, 0.3241], [-5.2555, 4.5085, 1.3599], [-4.0174, 5.1458, 1.1852], [-0.9710, 6.2669, 1.6865], [-1.4603, 5.7525, 2.9390], [-1.0508, 6.3295, 4.1079], [-0.1703, 7.4072, 4.1224], [0.2352, 8.0257, 2.9305], [-0.2055, 7.4090, 1.7372], [0.4346, 1.1432, 0.0802], [2.1541, 1.5571, -0.2294], [2.3890, 2.0898, -1.5290], [3.6704, 2.4990, -1.9375], [4.6993, 2.4194, -0.9890], [4.4563, 2.0227, 0.2965], [3.2503, 1.5202, 0.6758], [-0.1028, 0.9231, 1.8442], [-1.5088, 1.0194, 2.0334], [-2.0051, 1.0638, 3.3088], [-1.1637, 0.6605, 4.4109], [0.1401, 0.4491, 4.1611], [0.6826, 0.7787, 2.9454], [-0.1982, 3.0094, -1.3792], [-1.5845, 2.3846, -0.5935], [0.5945, 4.0974, 0.6705], [-0.9079, 3.5110, 1.5335], [-2.9645, 3.8057, -1.6913], [-4.9895, 2.5306, -1.4571], [-6.7295, 3.1581, 0.3343], [-5.8582, 4.5279, 2.2741], [-3.8283, 6.0350, 1.7861], [-2.0405, 4.8211, 2.9716], [-1.3551, 5.9447, 5.0847], [0.1351, 7.8477, 5.1047], [0.9236, 8.8155, 2.8313], [0.1226, 7.8078, 0.8012], [1.5337, 2.2714, -2.1846], [3.8207, 2.8540, -2.9582], [5.6945, 2.7741, -1.2326], [5.2927, 1.8979, 1.0037], [3.1362, 0.9528, 1.6237], [-2.1643, 1.0526, 1.1324], [-3.0695, 1.2823, 3.4042], [-1.6190, 0.5192, 5.3781], [0.7636, -0.0711, 4.8475], [1.7753, 0.7927, 2.8048], [2.9260, -6.6707, -0.9329], [3.8841, -5.5360, -0.4156], [3.2688, -4.1174, -0.3529], [2.2064, -4.0500, 0.6608], [1.1923, -3.1982, 0.5550], [1.5289, -1.8178, -0.5465], [0.0395, -3.3439, 1.2561], [-0.3044, -4.0392, 2.4150], [-1.4024, -4.5730, 2.5318], [0.7253, -4.1313, 3.4121], [1.7891, -3.1945, 3.5338], [2.7427, -3.3641, 4.5174], [2.5865, -4.2950, 5.5665], [1.4630, -5.0774, 5.5432], [0.4997, -4.9584, 4.5121], [3.4693, -7.6233, -1.2616], [2.3567, -6.3540, -1.8454], [2.2095, -6.9200, -0.1681], [4.7333, -5.3536, -1.0628], [4.2350, -5.7954, 0.6059], [2.8583, -3.8117, -1.3459], [4.0716, -3.4598, -0.1735], [2.1296, -4.9323, 1.2075], [-0.8068, -2.9219, 0.8141], [1.9406, -2.3841, 2.8032], [3.6387, -2.7212, 4.5522], [3.4096, -4.4224, 6.2879], [1.1898, -5.8503, 6.2880], [-0.3996, -5.5785, 4.4124]],
  "lowdin_spin": [1.65, 0.04, 0.00, 0.01, 0.00, 0.01, 0.00, 0.01, 0.02, 0.02, 0.03, 0.08, -0.01, 0.07, -0.01, 0.08, 0.03, 0.00, 0.00, 0.00, 0.00, 0.00, 0.00, 0.00, 0.00, 0.01, 0.68, 0.01, 0.00, 0.00, 0.00, 0.00, 0.00, 0.00, 0.00, 0.00, 0.00, 0.00, 0.00, 0.00, 0.00, 0.00, 0.04, 0.00, 0.00, 0.00, 0.00, 0.00, 0.00, 0.02, 0.01, 0.00, 0.00, 0.00, 0.01, 0.00, 0.00, 0.00, 0.00, 0.00, 0.00, 0.00, 0.00, 0.00, 0.00, 0.00, 0.00, 0.00, 0.00, 0.00, 0.00, 0.00, 0.00, 0.00, 0.01, 0.00, 0.00, 0.00, 0.00, 0.00, 0.00, 0.00, 0.02, 0.02, 0.07, 0.02, 0.00, 0.00, 0.00, 0.00, 0.00, 0.00, 0.00, 0.00, 0.00, 0.00, 0.00, 0.00, 0.00, 0.00, 0.00, 0.00, 0.03, 0.00, 0.00, 0.00, 0.00, 0.00],
  "s2": 3.80,
  "total_charge": 2,
  "orbital_gap_ha": [0.185, 0.186],
  "multiplicity": 4
}

***

[2]
{
  "formula": "C49H50BrN7O4SY",
  "method": "ωB97M-V with the def2-TZVPD basis set",
  "elements": ["Y", "C", "C", "C", "C", "C", "N", "C", "C", "C", "N", "C", "C", "C", "C", "C", "C", "C", "C", "N", "C", "C", "C", "N", "C", "C", "C", "C", "O", "C", "O", "H", "H", "H", "H", "H", "H", "H", "H", "H", "H", "H", "H", "H", "H", "H", "H", "H", "H", "H", "H", "H", "H", "H", "H", "H", "H", "H", "H", "C", "N", "C", "C", "N", "C", "S", "H", "H", "H", "H", "H", "H", "C", "C", "C", "C", "C", "C", "C", "C", "H", "H", "H", "H", "H", "C", "C", "C", "C", "N", "C", "C", "H", "H", "H", "H", "H", "H", "H", "Br", "C", "C", "C", "C", "C", "C", "C", "O", "O", "H", "H", "H", "H"],
  "xyz": [[0.5162, 0.3124, 0.2443], [1.8627, 1.5568, -6.9041], [1.3753, 0.9488, -5.6178], [1.6320, -0.3446, -5.2675], [1.1850, -0.8953, -4.0411], [1.5948, -2.1944, -3.7055], [1.3105, -2.8061, -2.5904], [1.8499, -4.0937, -2.1973], [0.7406, -5.1380, -1.9859], [0.9961, -6.0443, -0.7787], [1.1942, -5.2492, 0.4457], [0.4113, -4.3032, 0.8723], [-0.9338, -4.0236, 0.5014], [-1.9803, -4.9388, 0.3228], [-3.2684, -4.4896, 0.1317], [-4.4277, -5.4435, -0.0015], [-3.4888, -3.1037, 0.1443], [-2.4869, -2.1571, 0.2679], [-2.8580, -0.7524, 0.3929], [-2.0773, 0.2461, 0.4941], [-2.7175, 1.5183, 0.8433], [-2.8073, 2.5164, -0.3046], [-1.4730, 3.1109, -0.7286], [-0.6314, 2.0789, -1.3285], [-0.4656, 2.1915, -2.5843], [0.2245, 1.2633, -3.4700], [0.6536, 1.7283, -4.6908], [0.4479, -0.1007, -3.0986], [0.0165, -0.5861, -2.0015], [-1.1396, -2.6111, 0.3616], [-0.1020, -1.8775, 0.2557], [2.3615, 0.8153, -7.5264], [2.5760, 2.3581, -6.7024], [1.0376, 1.9800, -7.4790], [2.2064, -0.9791, -5.9358], [2.2185, -2.7399, -4.4102], [0.7564, -2.2484, -1.9230], [2.4081, -3.9228, -1.2754], [2.5616, -4.4203, -2.9564], [0.6173, -5.7645, -2.8700], [-0.2042, -4.6153, -1.8452], [1.9060, -6.6263, -0.9173], [0.1766, -6.7472, -0.6444], [2.1295, -5.2353, 0.8359], [0.8680, -3.6158, 1.5777], [-1.7938, -6.0046, 0.3979], [-4.0858, -6.4446, -0.2595], [-5.1185, -5.1143, -0.7776], [-4.9896, -5.5136, 0.9316], [-4.5125, -2.7523, 0.0488], [-3.9398, -0.5909, 0.4841], [-2.1305, 1.9644, 1.6500], [-3.7289, 1.3301, 1.2218], [-3.4518, 3.3333, 0.0291], [-3.2953, 2.0485, -1.1650], [-0.9623, 3.5214, 0.1400], [-1.6548, 3.9205, -1.4440], [-0.8717, 3.0730, -3.0956], [0.4454, 2.7642, -4.9453], [5.6445, -2.5780, 2.7467], [5.5827, -1.6121, 1.6706], [6.6054, -0.7397, 1.3248], [6.1504, 0.0131, 0.3059], [4.8676, -0.4025, 0.0402], [4.5095, -1.3875, 0.8757], [3.0058, -2.1878, 0.9025], [6.6051, -3.0888, 2.7253], [4.8413, -3.2963, 2.6091], [5.5177, -2.0878, 3.7122], [7.5546, -0.7499, 1.8282], [6.6251, 0.7991, -0.2516], [4.2070, 0.0131, -0.6309], [2.3683, 0.8820, -1.1976], [3.1215, 1.2321, -2.0948], [3.9581, 1.6777, -3.1736], [4.8149, 0.7892, -3.8285], [5.5890, 1.2178, -4.8955], [5.5224, 2.5376, -5.3219], [4.6798, 3.4296, -4.6718], [3.9019, 3.0053, -3.6053], [4.8605, -0.2396, -3.4917], [6.2504, 0.5214, -5.3950], [6.1296, 2.8717, -6.1527], [4.6322, 4.4621, -4.9931], [3.2479, 3.6978, -3.0915], [-0.2774, -1.1004, 7.0792], [-0.1399, -0.8839, 5.6009], [1.0889, -0.9270, 4.9598], [1.1694, -0.6935, 3.5970], [0.1037, -0.4350, 2.8308], [-1.0812, -0.3985, 3.4511], [-1.2485, -0.6122, 4.8053], [0.6648, -1.4115, 7.5259], [-1.0306, -1.8597, 7.2911], [-0.5977, -0.1788, 7.5677], [1.9939, -1.1284, 5.5185], [2.1249, -0.7073, 3.0939], [-1.9398, -0.1843, 2.8323], [-2.2399, -0.5594, 5.2371], [4.6884, 2.1706, 3.1827], [3.3079, 3.4586, 3.3648], [3.6475, 4.5594, 4.1398], [2.7332, 5.5795, 4.3444], [1.4746, 5.5030, 3.7727], [1.1418, 4.4071, 3.0000], [2.0393, 3.3638, 2.7740], [1.5332, 2.2286, 1.9300], [2.1997, 1.1892, 1.7236], [0.3569, 2.3401, 1.4514], [4.6336, 4.6093, 4.5792], [3.0103, 6.4310, 4.9511], [0.7554, 6.2956, 3.9284], [0.1636, 4.3300, 2.5457]],
  "lowdin_charge": [1.48, -0.04, -0.26, 0.01, -0.12, 0.01, 0.08, -0.15, -0.13, -0.13, 0.09, -0.03, -0.13, 0.02, -0.26, -0.05, 0.03, -0.10, -0.09, -0.01, -0.22, -0.16, -0.22, 0.01, -0.08, -0.13, 0.04, -0.32, -0.14, -0.30, -0.21, 0.08, 0.07, 0.08, 0.12, 0.15, 0.12, 0.07, 0.13, 0.12, 0.11, 0.13, 0.12, 0.14, 0.10, 0.12, 0.08, 0.08, 0.09, 0.13, 0.13, 0.11, 0.11, 0.12, 0.12, 0.10, 0.11, 0.13, 0.13, -0.03, -0.12, -0.06, -0.07, 0.09, -0.74, 0.65, 0.10, 0.05, 0.10, 0.12, 0.12, 0.08, -0.07, -0.14, -0.26, -0.05, -0.09, -0.10, -0.09, -0.04, 0.11, 0.10, 0.10, 0.10, 0.12, -0.04, -0.26, 0.00, -0.13, 0.03, -0.12, -0.02, 0.08, 0.09, 0.09, 0.12, 0.06, 0.09, 0.12, 0.80, -0.58, -0.14, -0.07, -0.07, -0.02, -0.14, -0.60, -0.17, -0.14, 0.09, 0.11, 0.11, 0.11],
  "total_charge": 1,
  "orbital_gap_ha": 0.239,
  "multiplicity": 1
}

***

Electronic energy list, top to bottom, in eV: -162277.5639, -152166.6950
Energy above the lowest of the compared OMol25 structures with the same formula, charge and spin list, top to bottom, in eV: 2.567, 0.144